1.
Formula: F2H18NNa4O13S2
Source: the Open Molecules 2025 dataset
Level of theory: the ωB97M-V functional and the def2-TZVPD basis

Element x y z (Å)
1 Na 3.66 1.02 5.06
2 Na -2.35 0.51 -4.26
3 Na 1.74 0.09 -4.30
4 Na 3.07 -5.70 -0.41
5 N -0.37 -0.22 -1.03
6 S -0.15 0.54 0.24
7 O 0.69 0.00 1.27
8 O -1.20 1.47 0.56
9 F 0.91 1.66 -0.34
10 S -0.84 -1.56 -0.23
11 O -1.94 -1.55 0.75
12 O 0.18 -2.57 -0.02
13 F -1.58 -2.24 -1.51
14 O 2.01 4.27 4.12
15 H 2.37 4.81 3.42
16 H 1.66 4.90 4.75
17 O -3.13 5.75 -0.63
18 H -3.95 5.42 -1.00
19 H -2.71 4.98 -0.25
20 O -6.05 -2.97 -1.52
21 H -6.14 -3.11 -2.46
22 H -5.29 -3.49 -1.27
23 O -4.55 -0.22 4.80
24 H -4.35 -0.58 3.94
25 H -3.91 -0.62 5.39
26 O 5.24 5.24 0.59
27 H 5.67 5.91 0.06
28 H 5.91 4.95 1.20
29 O -5.34 -4.93 3.04
30 H -6.26 -4.93 3.28
31 H -5.25 -4.19 2.44
32 O 4.95 -2.45 -0.21
33 H 4.81 -1.66 -0.73
34 H 4.88 -2.16 0.70
35 O 0.64 -3.23 -5.70
36 H 0.37 -4.13 -5.53
37 H 0.33 -3.06 -6.59
38 O 5.12 1.12 -2.43
39 H 5.84 0.88 -3.02
40 H 5.31 2.02 -2.17

Values from the calculation:
E_tot in eV: -73145.5244
Net charge: +3
LUMO level in eV: -10.012

2.
Formula: F2H40INO24S2
Source: the Open Molecules 2025 dataset
Level of theory: the ωB97M-V functional and the def2-TZVPD basis

Element x y z (Å)
1 N -2.91 4.12 0.99
2 S -3.21 5.44 0.14
3 O -4.59 5.96 -0.11
4 O -2.09 5.97 -0.67
5 F -2.85 6.34 1.46
6 S -3.26 3.26 -0.53
7 O -2.30 3.35 -1.64
8 O -4.67 2.98 -0.69
9 F -2.91 1.84 0.03
10 I -0.22 -0.33 -0.37
11 O 0.74 -1.65 -3.94
12 H 0.53 -1.30 -3.08
13 H 1.07 -0.90 -4.43
14 O -2.93 -0.51 -2.81
15 H -2.10 -0.47 -2.35
16 H -2.88 -1.31 -3.33
17 O 0.30 0.96 4.24
18 H 0.78 1.07 5.06
19 H 0.48 0.06 3.98
20 O -3.42 -4.03 0.88
21 H -4.08 -3.38 0.66
22 H -2.91 -4.14 0.07
23 O 3.88 1.62 1.54
24 H 3.58 1.33 0.68
25 H 4.29 2.47 1.38
26 O 3.76 -3.72 0.09
27 H 2.82 -3.70 -0.08
28 H 3.83 -4.12 0.96
29 O -1.98 0.72 -5.28
30 H -2.08 0.47 -4.36
31 H -1.76 -0.09 -5.73
32 O 3.56 -0.32 3.58
33 H 3.62 0.48 3.05
34 H 2.79 -0.78 3.24
35 O -4.64 -1.78 -1.23
36 H -3.99 -1.26 -1.70
37 H -5.04 -1.17 -0.61
38 O 0.46 -3.20 1.44
39 H 0.26 -2.39 0.98
40 H 0.55 -3.86 0.74
41 O 0.97 -4.59 -0.92
42 H 1.50 -4.91 -1.65
43 H 0.07 -4.63 -1.25
44 O 3.26 3.58 -0.69
45 H 3.24 2.73 -1.12
46 H 2.51 4.05 -1.05
47 O -1.43 -4.86 2.56
48 H -0.82 -4.14 2.42
49 H -2.18 -4.65 2.01
50 O -1.08 2.17 2.29
51 H -0.34 1.82 2.79
52 H -1.15 1.59 1.53
53 O 0.08 3.79 0.33
54 H 0.84 3.60 0.88
55 H 0.44 4.23 -0.44
56 O -2.55 -0.29 2.52
57 H -2.51 -0.93 3.24
58 H -2.37 -0.80 1.74
59 O 4.48 -1.34 -1.58
60 H 4.54 -1.72 -2.46
61 H 4.46 -2.10 -0.99
62 O 3.19 0.82 -1.00
63 H 2.26 0.60 -0.94
64 H 3.61 0.01 -1.30
65 O 2.27 2.85 -3.40
66 H 1.33 2.95 -3.47
67 H 2.39 2.03 -2.90
68 O 0.89 -1.59 3.62
69 H 0.74 -2.01 2.77
70 H 0.87 -2.31 4.25

Values from the calculation:
E_tot in eV: -86488.4332
Net charge: -2
LUMO level in eV: 3.015

3.
Formula: F2HNS
Source: the Open Molecules 2025 dataset
Level of theory: the ωB97M-V functional and the def2-TZVPD basis

Element x y z (Å)
1 N 1.04 0.19 -0.59
2 F -0.87 1.26 0.86
3 F -1.43 -1.74 0.17
4 S -0.45 0.36 -0.45
5 H 1.72 -0.07 0.00

Values from the calculation:
ΔE to the lowest compared entry with this formula, charge and spin in eV: 2.209
E_tot in eV: -17772.9853
Net charge: 0
LUMO level (alpha / beta) in eV: -2.630 / -2.530

4.
Formula: F2NO8PS2Tl
Source: the Open Molecules 2025 dataset
Level of theory: the ωB97M-V functional and the def2-TZVPD basis

Element x y z (Å)
1 Tl -1.25 -0.42 -0.12
2 N 1.25 -0.28 1.32
3 S 1.59 0.35 2.74
4 O 1.85 1.75 2.85
5 O 2.31 -0.46 3.66
6 F 0.08 0.23 3.33
7 S 2.79 -0.16 0.68
8 O 3.67 -1.16 1.17
9 O 3.30 1.11 0.34
10 F 2.35 -0.84 -0.70
11 P -3.52 -0.07 -2.97
12 O -3.85 0.23 -4.45
13 O -4.04 -1.48 -2.78
14 O -4.44 1.05 -2.45
15 O -2.07 0.13 -2.61

Values from the calculation:
E_tot in eV: -58957.7369
Net charge: -1
LUMO level in eV: -1.643

Q: Number 1 is which compound?
A: F2H18NNa4O13S2